[1]
Formula: C40H87N8O7P4
Source: OMol25
Level of theory: ωB97M-V/def2-TZVPD

Properties
Maximum force (eV/A): 5.61
Gap between HOMO and LUMO (eV): 5.39

ORCA input file:
```
! wB97M-V def2-TZVPD RIJCOSX def2/J DEFGRID3
* xyz 1 1
C -3.66 6.78 -1.23
C -5.07 6.70 -1.83
C -5.51 5.32 -2.36
C -4.95 4.07 -1.66
C -5.67 3.72 -0.34
C -5.13 4.40 0.92
C -3.64 4.22 1.20
C -3.26 2.80 1.64
C -2.95 1.83 0.47
C -1.53 1.22 0.56
C -1.43 -0.25 0.14
C -2.47 -1.17 0.81
C -1.93 -2.18 1.86
C -2.56 -1.99 3.21
C -1.83 -1.56 4.33
C -0.35 -1.33 4.23
C 0.05 -0.01 3.54
C 1.51 0.28 3.91
C 2.19 1.32 3.01
C 1.31 2.55 2.69
C 2.13 3.86 2.66
C 1.22 5.07 2.93
C -2.51 -1.35 5.53
C -1.86 -0.84 6.79
O -0.71 -1.01 7.11
O -2.74 -0.16 7.58
C -2.24 1.11 8.02
C -2.12 2.09 6.87
N -2.87 2.10 5.85
C -3.89 -1.58 5.61
C -4.55 -2.03 4.51
N -3.89 -2.23 3.35
P -5.02 -2.85 2.07
P -6.18 -1.05 1.48
O -7.57 -1.40 1.77
O -5.70 0.21 2.35
O -5.89 -0.69 -0.03
H -3.24 7.77 -1.44
H -3.71 6.72 -0.14
H -2.96 6.06 -1.65
H -5.79 7.11 -1.12
H -5.08 7.38 -2.68
H -6.60 5.26 -2.23
H -5.29 5.25 -3.43
H -3.87 4.09 -1.54
H -5.15 3.23 -2.33
H -5.61 2.63 -0.19
H -6.71 4.00 -0.46
H -5.67 3.98 1.78
H -5.38 5.46 0.89
H -2.99 4.54 0.37
H -3.39 4.88 2.04
H -4.07 2.41 2.27
H -2.40 2.90 2.30
H -3.74 1.08 0.41
H -3.02 2.43 -0.43
H -0.90 1.79 -0.13
H -1.13 1.42 1.55
H -0.44 -0.65 0.34
H -1.57 -0.30 -0.94
H -2.91 -1.77 0.01
H -3.29 -0.61 1.27
H -2.17 -3.21 1.57
H -0.85 -2.11 1.94
H 0.15 -1.38 5.19
H 0.06 -2.15 3.64
H -0.62 0.81 3.79
H 0.05 -0.16 2.46
H 1.58 0.58 4.96
H 2.04 -0.66 3.77
H 2.58 0.84 2.12
H 3.06 1.68 3.57
H 0.58 2.67 3.50
H 0.84 2.37 1.72
H 2.87 3.78 3.45
H 2.60 3.94 1.68
H 0.85 5.47 1.99
H 0.37 4.81 3.55
H 1.78 5.86 3.45
H -1.30 1.03 8.57
H -2.98 1.50 8.71
H -1.32 2.82 6.95
H -3.58 1.37 5.93
H -4.43 -1.40 6.52
H -5.61 -2.25 4.54
H -4.24 -3.20 0.97
H -4.81 0.07 2.70
H -5.67 0.24 -0.16
O 2.82 -2.15 0.90
P 4.02 -2.87 0.37
N 4.24 -4.11 1.52
C 5.51 -4.67 1.94
C 3.09 -4.96 1.78
N 5.21 -1.65 0.50
C 6.55 -1.85 1.02
C 4.73 -0.31 0.81
N 4.86 -3.62 -0.93
C 4.99 -2.77 -2.14
C 4.24 -4.89 -1.39
H 6.09 -5.13 1.12
H 5.35 -5.44 2.69
H 6.14 -3.92 2.42
H 2.93 -5.72 1.00
H 2.18 -4.36 1.85
H 3.21 -5.49 2.73
H 6.57 -1.84 2.12
H 7.21 -1.05 0.68
H 6.98 -2.78 0.66
H 4.50 -0.21 1.88
H 3.83 -0.08 0.24
H 5.48 0.44 0.54
H 4.02 -2.49 -2.56
H 5.54 -3.30 -2.91
H 5.54 -1.86 -1.93
H 3.18 -4.77 -1.64
H 4.34 -5.66 -0.63
H 4.76 -5.25 -2.27
O 3.55 -2.90 -5.16
P 2.90 -2.06 -6.21
N 1.71 -3.11 -6.84
C 1.24 -3.15 -8.21
C 0.78 -3.67 -5.87
N 4.20 -1.87 -7.30
C 4.09 -2.00 -8.74
C 5.52 -2.29 -6.85
N 2.19 -0.58 -6.71
C 3.04 0.61 -6.43
C 0.88 -0.31 -6.09
H 0.81 -2.21 -8.57
H 0.48 -3.92 -8.32
H 2.04 -3.44 -8.90
H 0.00 -2.97 -5.55
H 1.32 -4.00 -4.98
H 0.29 -4.55 -6.28
H 4.12 -3.05 -9.06
H 4.92 -1.49 -9.23
H 3.18 -1.54 -9.12
H 5.66 -3.38 -6.92
H 5.70 -1.99 -5.82
H 6.29 -1.81 -7.46
H 3.24 0.74 -5.37
H 2.53 1.51 -6.80
H 3.98 0.54 -6.96
H 0.91 -0.36 -4.99
H 0.12 -1.00 -6.45
H 0.54 0.69 -6.37
*
```


[2]
Formula: C20H15N5O2
Source: OMol25
Level of theory: ωB97M-V/def2-TZVPD

Properties
Maximum force (eV/A): 1.44
Gap between HOMO and LUMO (eV): 7.82
SMILES: O=[N+]([O-])c1ccc(-c2nc(NCc3cccnc3)c3ccccc3n2)cc1

ORCA input file:
```
! wB97M-V def2-TZVPD RIJCOSX def2/J DEFGRID3
* xyz 0 1
O 6.75 3.21 -1.32
N 5.58 3.53 -1.34
O 5.18 4.64 -1.66
C 4.61 2.54 -0.98
C 5.03 1.27 -0.62
C 4.09 0.32 -0.27
C 2.73 0.64 -0.27
C 1.74 -0.37 0.10
N 0.45 0.01 0.05
C -0.48 -0.87 0.37
N -1.75 -0.47 0.31
C -2.10 0.89 -0.07
C -3.59 1.05 -0.14
C -4.24 1.42 -1.31
C -5.62 1.54 -1.31
C -6.30 1.26 -0.14
N -5.70 0.90 0.98
C -4.39 0.80 0.98
C -0.13 -2.21 0.77
C -1.04 -3.22 1.13
C -0.58 -4.46 1.49
C 0.79 -4.74 1.50
C 1.70 -3.78 1.15
C 1.26 -2.49 0.78
N 2.18 -1.56 0.44
C 2.32 1.93 -0.63
C 3.26 2.88 -0.98
H 6.08 1.04 -0.62
H 4.38 -0.68 0.01
H -2.50 -1.09 0.58
H -1.64 1.11 -1.04
H -1.68 1.58 0.67
H -3.67 1.63 -2.20
H -6.15 1.83 -2.20
H -7.38 1.33 -0.08
H -3.94 0.52 1.92
H -2.10 -3.03 1.12
H -1.28 -5.24 1.77
H 1.13 -5.72 1.79
H 2.76 -3.96 1.16
H 1.27 2.15 -0.63
H 2.97 3.88 -1.26
*
```


[3]
Formula: C5H10O5
Source: OMol25
Level of theory: ωB97M-V/def2-TZVPD

Properties
Energy relative to the best compared isomer or geometry (same formula, charge and spin) (kcal per mole): 104.6
Maximum force (eV/A): 5.98
Gap between HOMO and LUMO (eV): 9.68

ORCA input file:
```
! wB97M-V def2-TZVPD RIJCOSX def2/J DEFGRID3
* xyz 0 1
C 1.31 0.00 0.83
C 1.28 -0.89 -0.48
C -0.51 0.22 -1.51
C -0.53 1.31 -0.32
C -0.02 0.66 0.98
H 0.68 -1.35 2.22
H 2.05 0.83 0.87
H 0.95 -1.98 0.00
H 2.24 -1.09 -0.95
H -0.81 0.72 -2.50
H -1.38 -1.36 -1.87
H 0.01 2.20 -0.73
H -1.97 1.00 0.93
H -0.08 1.27 1.88
H -1.11 -0.70 0.37
O 1.51 -1.03 1.94
O 0.69 -0.35 -1.60
O -1.37 -0.71 -1.08
O -1.87 1.52 -0.19
O -1.06 -0.26 1.20
*
```


[4]
Formula: C5H10O2
Source: OMol25
Level of theory: ωB97M-V/def2-TZVPD

Properties
Energy relative to the best compared isomer or geometry (same formula, charge and spin) (kcal per mole): 124.7
Maximum force (eV/A): 0.54
Gap between HOMO and LUMO (eV): 8.13

ORCA input file:
```
! wB97M-V def2-TZVPD RIJCOSX def2/J DEFGRID3
* xyz 0 1
C -2.37 -0.81 -0.36
C -1.70 0.56 -0.37
C -0.55 0.82 0.56
O 0.69 -0.32 -0.11
C 1.82 0.54 -0.20
C 3.01 -0.14 0.42
O 2.88 -1.16 1.07
H -3.26 -0.84 -1.00
H -1.69 -1.60 -0.70
H -2.69 -1.07 0.66
H -1.43 0.84 -1.41
H -2.42 1.33 -0.05
H -0.73 0.25 1.48
H 0.93 -1.01 0.54
H 1.57 1.43 0.39
H 1.97 0.82 -1.24
H 3.99 0.36 0.32
*
```


| no. | E_LUMO (hartree) |
| --- | --- |
| 1 | -0.1658 |
| 2 | -0.0268 |
| 3 | 0.0179 |
| 4 | 0.0236 |